The following is a DFT calculation (ωB97M-V/def2-TZVPD) of a cluster of 2 separate species, C20H27Cl2N3O in total.

* E_tot: -1937.47341 a.u.
* multiplicity: 1
* SMILES: [H]/N=C(\C)CCOC[C@@H](NCc1cccc(C)c1)c1ccncc1.ClCCl
* orbital gap: 8.18 eV
* F_max: 0.124 Eh/bohr

Structure (XYZ):
```
53
Properties=species:S:1:pos:R:3:forces:R:3:mulliken_charge:R:1
C -1.919892 2.091396 -1.020405 0.3 0.0 0.8 -0.951
C -1.923778 0.840088 0.088854 -1.9 -2.4 -1.8 0.662
N -2.622938 -0.324221 -0.224085 2.7 5.0 1.3 -0.579
C -1.113990 1.059074 1.524008 -0.5 -0.3 -1.2 -0.712
C 0.077921 -0.075459 1.756971 -1.8 0.4 -0.1 0.347
O 1.349133 0.669016 1.780250 0.1 -2.4 -1.5 -0.378
C 2.359795 0.073058 0.889227 1.6 1.2 -0.1 -0.529
C 2.278230 0.657636 -0.675731 0.5 0.2 0.8 0.527
N 1.076956 0.023089 -1.341002 1.4 0.2 -1.3 -0.029
C 1.412329 -1.295114 -2.018135 -2.0 -1.3 -0.4 -0.763
C 0.558320 -2.523690 -1.276779 -1.3 -3.0 2.1 0.420
C -1.021521 -2.856196 -1.566776 2.4 -2.3 3.0 -0.329
C -1.734012 -4.092890 -0.705453 3.2 0.7 0.7 -0.379
C -0.942201 -4.997133 0.417033 2.1 3.5 -2.3 -0.476
C 0.636156 -4.645270 0.691839 -1.4 1.9 -2.2 0.517
C 1.600223 -5.409564 1.813352 0.5 0.9 -1.3 -0.941
C 1.342555 -3.433232 -0.160211 -3.4 -0.7 -0.7 -0.521
C 2.286875 2.304636 -0.696600 0.1 4.0 0.5 0.097
C 2.981012 3.163866 0.559171 -2.2 2.2 -3.7 -0.379
C 2.908091 4.797692 0.463335 -0.9 -2.2 -1.6 -0.200
N 2.290419 5.636432 -0.619094 0.2 -6.4 -0.3 -0.478
C 1.713030 4.850715 -1.761912 0.6 -2.1 1.4 -0.259
C 1.641019 3.223381 -1.936059 2.2 1.1 4.4 -0.430
H -0.999100 2.017576 -1.767837 -2.0 0.0 1.6 0.124
H -1.759165 3.107476 -0.429502 -0.5 -2.1 -1.3 0.277
H -2.947429 2.102005 -1.626513 2.3 0.0 1.4 0.337
H -3.071416 -0.205897 -1.165458 0.6 0.1 0.9 0.282
H -1.911639 0.982477 2.393776 1.7 0.4 -1.9 0.255
H -0.617572 2.130873 1.442173 -1.1 -2.3 0.5 0.228
H -0.170581 -0.589064 2.792094 1.0 1.0 -2.0 0.238
H -0.000095 -0.868042 0.898632 0.4 1.5 1.7 -0.275
H 3.417342 0.452998 1.288998 -2.3 -0.8 -0.7 0.367
H 2.406976 -1.098258 0.934461 -0.5 2.3 -0.3 0.129
H 3.284896 0.316639 -1.198996 -1.8 0.7 0.9 0.194
H 0.664653 0.614823 -2.095062 0.7 -0.4 1.1 0.088
H 0.955510 -1.240992 -3.119705 1.3 -0.3 2.3 0.312
H 2.553961 -1.548907 -2.058069 -2.2 0.5 0.2 0.337
H -1.641526 -2.240027 -2.363430 1.5 -1.5 1.9 0.284
H -2.882131 -4.315953 -0.883947 2.7 0.5 0.4 0.248
H -1.496339 -5.856677 1.002945 1.3 2.0 -1.4 0.289
H 1.496897 -4.894842 2.863608 0.0 -1.3 -2.0 0.234
H 1.467811 -6.572719 1.821393 -0.1 2.4 0.2 0.322
H 2.718304 -5.210576 1.456429 -2.4 -0.4 0.8 0.269
H 2.487205 -3.191442 0.033952 -2.7 -0.7 -0.4 0.117
H 3.473571 2.670442 1.498981 -1.2 1.0 -2.1 0.164
H 3.385117 5.390959 1.383781 -1.2 -1.3 -2.4 0.276
H 1.215622 5.487110 -2.641882 1.3 -1.4 2.3 0.270
H 1.175206 2.632049 -2.832826 1.0 1.7 1.8 0.362
C -5.672333 1.891309 1.261809 0.1 -0.4 0.0 0.215
Cl -5.095110 2.810487 2.657166 0.1 -0.1 0.0 -0.162
Cl -6.460247 2.949295 0.084988 0.0 -0.1 -0.1 -0.167
H -4.822071 1.398580 0.783980 -0.1 0.2 0.1 -0.146
H -6.390048 1.140990 1.602261 0.1 0.3 -0.1 0.295
```
Positions in Å, forces in eV/Å.


The following is a DFT calculation (ωB97M-V/def2-TZVPD) of a cluster of 5 separate species, C19H49ClN5O11 in total.

* E_tot: -2314.57508 a.u.
* multiplicity: 1
* orbital gap: 9.08 eV
* F_max: 0.084 Eh/bohr
* net charge: -1

Structure (XYZ):
```
85
Properties=species:S:1:pos:R:3:forces:R:3:mulliken_charge:R:1
Cl -44.175976 -10.330640 -0.253520 -0.7 3.1 0.0 1.608
O -42.995674 -9.700864 0.296741 -0.6 -0.5 0.8 -0.709
O -44.523902 -11.548139 0.426512 -0.5 -0.5 1.2 -0.535
O -45.306724 -9.359409 -0.251390 1.1 -1.4 0.8 -0.680
O -43.899927 -10.649646 -1.590231 0.3 -0.9 -2.6 -0.698
C -48.004072 -13.071195 1.566229 -3.8 -0.3 2.0 0.651
O -49.082005 -13.399630 2.077800 0.0 -0.4 -0.3 -0.756
N -47.743979 -13.015037 0.299110 0.3 -0.5 -4.1 -0.179
N -47.015739 -12.596320 2.260133 2.2 0.5 2.0 -0.288
H -46.791707 -12.767493 0.071076 -0.4 0.0 -0.9 0.079
H -48.484432 -13.097087 -0.382864 0.5 -0.1 0.1 0.115
H -47.209258 -12.535550 3.249551 0.8 0.4 -0.3 0.183
H -46.339144 -12.136094 1.668097 0.8 0.6 1.4 0.167
C -42.363864 -15.407259 1.536569 1.2 -1.1 0.4 -0.883
O -41.826668 -14.510802 2.496868 0.4 -2.1 0.2 -0.426
C -42.313366 -13.229931 2.474673 -1.1 1.2 -2.1 -0.280
C -42.030605 -12.508031 3.741701 1.5 0.0 0.3 -0.234
N -40.586443 -12.700978 4.067148 -1.5 1.1 -0.6 -0.424
C -40.229078 -12.379804 5.444913 -0.2 0.2 0.5 -0.610
C -40.650781 -10.942285 6.018506 0.7 -0.4 -0.8 -0.344
O -40.207856 -10.654234 7.335635 -0.6 -0.9 0.3 -0.398
C -38.895111 -10.216784 7.481160 0.3 0.2 -0.1 -0.688
H -41.615660 -16.197045 1.469286 0.1 -0.2 0.2 0.326
H -42.427603 -15.112253 0.489191 -0.4 1.0 0.2 0.336
H -43.258171 -15.920799 1.889558 -0.4 0.5 -0.1 0.309
H -43.386280 -13.266640 2.286003 -0.3 0.3 0.1 0.162
H -41.882541 -12.765932 1.587430 0.1 0.7 0.0 0.295
H -42.696157 -12.995987 4.453777 -0.1 0.4 0.8 0.221
H -42.183293 -11.434930 3.626556 -0.6 -0.1 0.1 0.199
H -40.489902 -13.672555 3.808680 0.9 -0.2 0.6 0.291
H -39.144424 -12.477893 5.489556 0.1 0.1 0.3 0.353
H -40.654661 -13.146957 6.091782 -0.1 0.1 0.6 0.326
H -41.730612 -10.797772 6.052899 0.0 -0.3 -0.1 0.211
H -40.227651 -10.143319 5.409633 -0.1 -0.1 -0.7 0.397
H -38.730967 -10.030016 8.542427 0.0 -0.2 0.0 0.273
H -38.718724 -9.271208 6.968466 -0.1 0.3 -0.3 0.285
H -38.154745 -10.921824 7.103179 0.1 -0.2 0.1 0.283
C -42.508142 -6.749438 5.583177 -0.3 0.1 -1.1 -0.682
O -43.176125 -7.203741 4.417159 -0.9 -1.2 -0.1 -0.329
C -43.938342 -8.423435 4.636762 -0.3 1.0 0.1 -0.502
C -45.107478 -8.639230 3.632057 1.3 0.1 0.9 -0.168
N -46.103531 -7.575145 3.699867 0.0 -0.3 -0.4 -0.387
C -47.249247 -7.809244 2.816019 -1.1 1.2 0.3 -0.395
C -48.055221 -6.421103 2.778006 0.8 -1.6 -0.2 -0.683
O -47.309213 -5.358457 2.216998 0.5 0.0 0.4 -0.362
C -46.960741 -5.538526 0.850839 -1.0 0.4 -0.1 -0.548
H -43.198190 -6.168451 6.195052 0.0 0.1 0.2 0.283
H -41.730082 -6.125422 5.143506 0.2 0.2 0.6 0.239
H -42.083886 -7.554414 6.183274 0.1 -0.2 0.0 0.255
H -44.359033 -8.362543 5.640460 -0.2 0.0 0.2 0.404
H -43.238116 -9.258775 4.638637 0.0 -0.3 -0.3 0.132
H -45.559172 -9.577023 3.955532 -0.1 -0.1 -0.1 0.293
H -44.660142 -8.801662 2.651438 -0.2 0.1 -0.4 0.149
H -45.677768 -6.775281 3.253736 0.4 0.5 0.4 0.278
H -47.969022 -8.538226 3.188313 0.1 -0.1 0.5 0.392
H -46.931552 -8.233596 1.863601 -0.1 0.4 -0.5 0.193
H -48.314475 -6.186497 3.810404 0.6 0.3 0.1 0.305
H -49.043629 -6.516913 2.328593 0.0 -0.2 -0.8 0.414
H -46.333186 -6.399129 0.619227 0.0 -0.1 0.2 0.180
H -46.488066 -4.634416 0.467089 0.3 0.0 0.5 0.246
H -47.906009 -5.584462 0.310040 -0.1 -0.5 -0.4 0.304
C -44.281266 -16.255200 -3.754044 -0.3 -0.4 -0.2 -0.628
O -45.238790 -15.534676 -4.457402 -1.2 0.9 -1.5 -0.365
C -46.408516 -15.014602 -3.758904 1.5 -1.0 -0.1 -0.668
C -45.949525 -13.701411 -3.172795 -1.3 0.6 0.5 0.289
N -45.943337 -12.506837 -4.031725 0.6 -0.6 -0.5 -0.485
C -47.299653 -11.989586 -4.231812 0.0 -0.4 0.0 -0.434
C -47.478954 -10.778696 -5.160360 1.7 -0.3 0.4 -0.674
O -47.279170 -11.092002 -6.538246 -1.2 0.9 0.3 -0.302
C -47.469735 -9.905168 -7.355179 1.3 -1.5 0.7 -0.744
H -43.471614 -16.566471 -4.414096 -0.4 -0.2 -0.6 0.252
H -44.845441 -17.130634 -3.432437 0.8 -0.4 1.0 0.335
H -43.686754 -15.697373 -3.030525 -0.7 0.1 0.8 0.181
H -46.751758 -15.731858 -3.013371 0.6 0.0 0.9 0.340
H -47.304011 -15.096683 -4.374900 0.4 0.9 -0.9 0.359
H -44.971632 -13.904372 -2.736183 0.2 0.3 -0.3 0.330
H -46.565838 -13.434813 -2.314211 -0.4 -0.3 0.5 -0.240
H -45.384641 -11.879076 -3.471478 0.1 0.7 -0.3 0.330
H -47.692601 -11.712949 -3.253467 -0.5 0.3 0.3 0.261
H -47.882530 -12.844759 -4.573941 -0.3 0.1 -0.2 0.322
H -46.712361 -10.072254 -4.841966 0.5 0.2 -0.1 0.337
H -48.373528 -10.202545 -4.923937 -0.7 -0.5 -0.4 0.417
H -46.666319 -9.219669 -7.085512 -0.1 0.5 0.0 0.319
H -48.448870 -9.449160 -7.208711 -0.1 -0.1 -0.2 0.284
H -47.243993 -10.263539 -8.359522 -0.5 0.3 -0.1 0.235
```
Positions in Å, forces in eV/Å.


Q: What is the multiplicity in the second record?
A: 1


Q: Which of these has the highest orbital gap?
A: C19H49ClN5O11


Q: The highest E_tot belongs to which entry?
A: C20H27Cl2N3O